A molecular structure, C9H20ClIO2PRh in a non-equilibrium geometry, computed with ωB97M-V/def2-TZVPD.

Each line ends with the Löwdin charge.
Element x y z (Å)
C: 0.404 -2.013 -0.147  -0.156
I: 0.567 2.354 0.845  0.950
H: -0.573 -2.501 -0.058  0.036
H: 0.994 -2.142 0.765  0.024
H: 0.941 -2.408 -1.026  0.051
Rh: -0.151 -0.078 -0.545  0.430
P: -0.268 0.250 -2.707  0.664
C: 1.282 0.720 -3.507  -0.224
C: -0.875 -1.233 -3.536  -0.201
H: -2.332 1.419 -2.471  0.011
H: -1.629 1.653 -4.117  0.074
H: -0.964 2.546 -2.716  0.058
C: -1.417 1.604 -3.045  -0.239
H: -1.809 -1.543 -3.050  0.054
H: -1.047 -1.018 -4.594  0.079
H: 1.127 0.857 -4.580  0.075
H: 2.032 -0.063 -3.346  0.062
H: -0.130 -2.029 -3.439  0.062
H: 1.639 1.659 -3.066  0.063
C: 1.698 -0.059 -0.467  -0.464
O: 2.819 -0.151 -0.186  0.164
Cl: -2.530 -0.201 -0.298  0.037
C: -0.675 0.807 4.056  -0.121
C: 0.682 0.156 4.332  -0.105
C: 1.180 -0.198 2.938  -0.170
O: 0.037 -0.387 2.117  -0.126
C: -1.127 0.062 2.812  -0.173
H: -1.384 0.698 4.874  0.145
H: -0.532 1.863 3.808  0.106
H: 0.537 -0.781 4.886  0.145
H: 1.379 0.795 4.875  0.144
H: 1.775 0.653 2.547  0.096
H: 1.788 -1.111 2.878  0.171
H: -1.707 -0.846 3.046  0.199
H: -1.733 0.665 2.122  0.079

Calculated values
Spin multiplicity: 5
Total charge: +2
HOMO level (spin up / spin down): -0.530 / -0.614 Ha
ΔE to the lowest compared entry with this formula, charge and spin: 0.0 kcal/mol